1.
Density functional theory data (wB97M-V/def2-TZVPD) for 2 unconnected molecules or ions with the total composition C6H10N.

```
17
Properties=species:S:1:pos:R:3
H -2.67 -0.97 -0.40
C 0.98 -0.30 1.69
N 0.90 -0.25 0.21
H -1.46 -1.26 -1.80
H -1.79 2.29 0.67
C -1.57 -0.93 -0.81
C 1.97 -0.53 -0.39
H 2.12 -0.45 -1.44
H -0.03 0.17 2.14
H 2.87 -0.66 0.15
C -0.61 1.54 -1.22
C -1.24 1.62 0.00
H 1.84 0.33 2.11
H -0.93 -1.57 -0.22
H -0.32 2.04 -2.17
C -1.06 0.37 -0.54
H 0.99 -1.46 2.03
```

Results
Strongest force on any atom ... 3.33 eV/A
Multiplicity ... 1
Highest occupied orbital energy ... -14.32 eV
LUMO energy ... -4.00 eV
Net charge ... +1
Energy relative to the best compared isomer or geometry (same formula, charge and spin) ... 80.5 kcal/mol
DFT total energy ... -7862.8572 eV
Gap between HOMO and LUMO ... 10.3 eV

=====

2.
Density functional theory data (wB97M-V/def2-TZVPD) for 2 unconnected molecules or ions with the total composition C6H10N.

```
17
Properties=species:S:1:pos:R:3
C 2.33 1.80 -0.13
H 2.21 2.81 0.11
H -0.87 -3.10 0.30
C 0.25 -1.24 0.40
H -3.98 1.34 1.15
C -3.76 0.64 0.38
H 2.24 -0.60 -0.30
N 1.17 0.94 0.22
H -3.48 -0.52 -1.54
H 2.65 1.92 -1.12
C 1.28 -0.34 0.05
C 0.03 -2.53 0.03
H -0.70 -0.94 0.89
H 0.21 1.30 0.53
H 3.24 1.48 0.32
H 0.82 -3.10 -0.58
C -3.64 0.12 -0.70
```

Results
Strongest force on any atom ... 3.53 eV/A
Multiplicity ... 1
Highest occupied orbital energy ... -13.65 eV
LUMO energy ... -5.36 eV
Net charge ... +1
Energy relative to the best compared isomer or geometry (same formula, charge and spin) ... 65.5 kcal/mol
DFT total energy ... -7863.5083 eV
Gap between HOMO and LUMO ... 8.3 eV

=====

3.
Density functional theory data (wB97M-V/def2-TZVPD) for a gas-phase ion, C6H10N (charge +1).

```
17
Properties=species:S:1:pos:R:3
H 0.67 0.30 -2.15
H 2.07 2.29 0.43
H 2.56 -0.61 0.40
H 0.11 -1.76 1.51
H -0.88 -0.60 -1.85
C -0.37 0.78 -0.24
C -1.59 1.18 0.45
H -1.38 1.52 1.47
N 0.42 -0.50 -0.12
C -0.07 -0.01 -1.42
H -2.06 1.99 -0.10
H 0.59 -2.59 0.00
H -1.06 -1.96 0.19
C -0.01 -1.78 0.42
C 1.59 1.35 0.27
C 1.72 0.05 0.23
H -2.30 0.35 0.51
```

Results
Strongest force on any atom ... 4.77 eV/A
Multiplicity ... 1
Highest occupied orbital energy ... -14.48 eV
LUMO energy ... -3.99 eV
Net charge ... +1
Energy relative to the best compared isomer or geometry (same formula, charge and spin) ... 78.5 kcal/mol
DFT total energy ... -7862.9459 eV
Gap between HOMO and LUMO ... 10.5 eV

=====

4.
Density functional theory data (wB97M-V/def2-TZVPD) for a gas-phase ion, C6H10N (charge +1).

```
17
Properties=species:S:1:pos:R:3
H 0.20 2.39 1.03
N -0.94 0.39 1.03
C 0.36 -0.42 0.85
H -0.08 2.81 -0.81
C -0.21 -0.21 -1.16
H 1.05 -0.40 1.64
H -1.88 0.14 0.68
H 0.49 -3.23 0.41
C 0.16 -1.33 -0.30
C 0.38 -2.59 -0.48
H -1.35 -0.20 -1.36
H 0.43 -0.22 -2.13
H 0.24 -3.08 -1.36
H 1.61 2.36 0.00
H -0.97 0.73 1.97
C 0.48 2.14 0.03
C 0.04 0.72 -0.04
```

Results
Strongest force on any atom ... 3.99 eV/A
Multiplicity ... 1
Highest occupied orbital energy ... -14.25 eV
LUMO energy ... -3.31 eV
Net charge ... +1
SMILES ... C=C1C[C@@]2(C)[NH2+][C@@H]12
Energy relative to the best compared isomer or geometry (same formula, charge and spin) ... 52.6 kcal/mol
DFT total energy ... -7864.0694 eV
Gap between HOMO and LUMO ... 10.9 eV

=====

5.
Density functional theory data (wB97M-V/def2-TZVPD) for 2 unconnected molecules or ions with the total composition C6H10N2.

```
18
Properties=species:S:1:pos:R:3
C -1.94 0.40 1.91
C -0.69 0.26 -0.38
C 2.78 0.99 -2.70
H -2.31 -1.22 -1.04
H -2.46 -0.28 2.58
N 2.50 0.52 -1.63
H -1.31 1.06 2.51
H 3.10 0.23 -0.89
C -1.09 -0.38 0.92
C -1.62 -0.65 -0.46
H -0.72 -2.15 2.11
H -0.04 0.95 -0.85
H 2.84 2.15 -4.31
H -2.68 1.00 1.39
N 2.84 1.25 -3.87
H 0.49 -0.88 2.29
C -0.16 -1.38 1.58
H 0.46 -1.87 0.83
```

Results
Strongest force on any atom ... 1.25 eV/A
Multiplicity ... 1
Highest occupied orbital energy ... -9.16 eV
LUMO energy ... 0.77 eV
SMILES ... CC1(C)C=C1.N=C=N
Energy relative to the best compared isomer or geometry (same formula, charge and spin) ... 78.0 kcal/mol
DFT total energy ... -9361.0567 eV
Gap between HOMO and LUMO ... 9.9 eV

=====

6.
Density functional theory data (wB97M-V/def2-TZVPD) for a molecular structure, C6H10N2.

```
18
Properties=species:S:1:pos:R:3
H 2.63 -0.22 1.19
H -1.32 -0.78 -1.92
N -0.45 -1.32 0.01
H -0.53 -0.11 2.06
H 1.09 0.65 1.08
C 1.06 0.81 -0.02
C -1.27 0.79 -0.11
H 1.01 -1.15 -1.62
H -2.06 1.46 0.32
H -2.34 -1.07 -0.52
H 3.09 -0.86 -0.81
C -1.48 -0.39 -0.86
H 0.24 2.49 -0.20
H -1.96 -0.75 1.35
C -0.90 -0.24 1.03
C 2.27 -0.34 0.05
C 0.83 -0.63 -0.54
N 0.06 1.64 -0.50
```

Results
Strongest force on any atom ... 8.07 eV/A
Multiplicity ... 1
Highest occupied orbital energy ... -8.44 eV
LUMO energy ... 0.86 eV
Energy relative to the best compared isomer or geometry (same formula, charge and spin) ... 223.7 kcal/mol
DFT total energy ... -9354.7369 eV
Gap between HOMO and LUMO ... 9.3 eV

=====

7.
Density functional theory data (wB97M-V/def2-TZVPD) for a molecular structure, C6H10N2.

```
18
Properties=species:S:1:pos:R:3
C -1.30 -0.42 0.71
C 0.75 1.77 0.86
C -0.20 -0.06 -0.32
H -2.27 0.61 0.83
N 1.42 -1.60 0.34
H -1.35 -0.40 -2.05
H 2.64 0.75 1.30
H 0.65 2.82 1.38
C 1.13 -0.34 0.25
C -0.41 -0.80 -1.68
H -1.95 -1.42 0.43
C -0.13 1.38 -0.19
H 0.95 -2.28 -0.38
H 0.63 -0.62 -2.31
N 1.56 0.72 1.03
H -1.11 2.15 -0.26
H -0.26 -1.88 -1.75
H -0.75 -0.39 1.81
```

Results
Strongest force on any atom ... 8.03 eV/A
Multiplicity ... 1
Highest occupied orbital energy ... -7.83 eV
LUMO energy ... 0.81 eV
Energy relative to the best compared isomer or geometry (same formula, charge and spin) ... 127.1 kcal/mol
DFT total energy ... -9358.9245 eV
Gap between HOMO and LUMO ... 8.6 eV

=====

8.
Density functional theory data (wB97M-V/def2-TZVPD) for C6H10N2 in the gas phase.

```
18
Properties=species:S:1:pos:R:3
H 0.45 1.86 -1.44
C 0.93 0.39 0.12
H 1.83 -0.15 -0.20
C 0.86 1.87 -0.37
C -0.36 -0.48 -0.04
C -0.06 -0.87 1.44
H 0.28 1.02 2.03
H 0.39 -1.87 1.42
H 1.86 2.37 -0.30
H -1.79 0.63 0.57
H -0.83 -0.98 2.21
H 0.12 2.59 0.17
N -1.54 0.30 -0.36
H -0.20 -2.90 -2.93
H -2.35 -0.26 -0.78
N 0.88 0.24 1.64
C -0.30 -1.52 -1.09
C -0.16 -2.24 -2.09
```

Results
Strongest force on any atom ... 3.48 eV/A
Multiplicity ... 1
Highest occupied orbital energy ... -9.22 eV
LUMO energy ... 0.96 eV
SMILES ... C#C[C@@]1(N)CN[C@@H]1C
Energy relative to the best compared isomer or geometry (same formula, charge and spin) ... 84.8 kcal/mol
DFT total energy ... -9360.7606 eV
Gap between HOMO and LUMO ... 10.2 eV

=====

9.
Density functional theory data (wB97M-V/def2-TZVPD) for C6H10N2 in the gas phase.

```
18
Properties=species:S:1:pos:R:3
N -0.90 -0.27 1.18
H 0.37 2.15 -0.48
H -0.85 -2.46 0.41
H -1.17 2.29 -0.01
C 2.46 -0.31 -0.04
N -0.76 0.55 -1.20
C -0.99 -1.37 0.20
H 0.70 1.16 1.87
H -1.78 0.48 -1.28
H 0.11 -1.35 -1.76
C -0.05 -0.84 -0.87
H -2.06 -1.20 -0.20
H 3.12 0.23 0.71
C 0.22 0.58 0.99
C 1.11 -0.21 0.14
C -0.33 1.50 -0.25
H -1.98 -0.05 1.53
H 2.77 -0.87 -0.93
```

Results
Strongest force on any atom ... 6.30 eV/A
Multiplicity ... 1
Highest occupied orbital energy ... -7.82 eV
LUMO energy ... 0.98 eV
SMILES ... C=C1[C@H]2CN[C@@H]1CN2
Energy relative to the best compared isomer or geometry (same formula, charge and spin) ... 99.1 kcal/mol
DFT total energy ... -9360.1391 eV
Gap between HOMO and LUMO ... 8.8 eV

=====

10.
Density functional theory data (wB97M-V/def2-TZVPD) for a molecular structure, C6H10N2.

```
18
Properties=species:S:1:pos:R:3
N 2.03 -0.59 -0.08
N 0.91 1.56 -2.02
C -0.43 0.04 1.15
H -1.50 -0.05 0.96
C -0.18 1.31 1.94
H -0.79 1.33 2.84
H -1.85 -2.45 -1.45
H -1.51 -0.16 -1.90
H -0.16 -0.85 1.72
H 1.57 2.19 -1.54
C -0.74 -0.65 -1.31
C -0.92 -1.98 -1.14
H -0.42 2.20 1.34
H 0.88 1.41 2.22
C 0.81 -0.18 -0.20
H -0.34 -2.58 -0.45
H 2.23 -1.25 -0.83
C 0.41 0.70 -1.27
```

Results
Strongest force on any atom ... 6.64 eV/A
Multiplicity ... 1
Highest occupied orbital energy ... -7.90 eV
LUMO energy ... 0.00 eV
Energy relative to the best compared isomer or geometry (same formula, charge and spin) ... 169.7 kcal/mol
DFT total energy ... -9357.0779 eV
Gap between HOMO and LUMO ... 7.9 eV

=====

11.
Density functional theory data (wB97M-V/def2-TZVPD) for C6H10N2O in the gas phase.

```
19
Properties=species:S:1:pos:R:3
H -0.22 -0.22 1.82
C -0.92 0.97 0.15
H 2.76 0.60 1.02
C -1.75 -0.96 -0.85
H -2.12 -1.74 -1.48
H 0.57 2.13 -0.65
H 4.07 -0.99 0.30
C -1.09 -0.11 1.20
N -1.27 -1.36 0.39
C 2.47 0.05 0.11
H 0.82 -0.27 -1.23
O 3.35 -0.90 -0.37
H -1.65 -2.21 0.81
H -1.52 1.84 0.40
H -1.78 0.95 -1.96
C 1.30 0.35 -0.41
N 0.45 1.41 0.05
C -1.53 0.32 -1.11
H -1.93 0.15 1.81
```

Results
Strongest force on any atom ... 2.22 eV/A
Multiplicity ... 1
Highest occupied orbital energy ... -7.81 eV
LUMO energy ... 0.90 eV
SMILES ... O/C=C/N[C@H]1C=CNC1
Energy relative to the best compared isomer or geometry (same formula, charge and spin) ... 52.2 kcal/mol
DFT total energy ... -11409.8237 eV
Gap between HOMO and LUMO ... 8.7 eV

=====

12.
Density functional theory data (wB97M-V/def2-TZVPD) for C6H10N2O in the gas phase.

```
19
Properties=species:S:1:pos:R:3
N -0.47 2.28 -0.47
H 2.24 0.11 -1.43
H 3.15 -0.34 0.05
H 1.90 1.61 1.17
C -2.60 -0.50 -0.47
H -3.59 -0.56 -0.37
H -1.47 2.20 -0.41
H -2.30 0.00 -1.47
C 0.37 1.58 0.04
H -0.35 0.00 1.79
C 1.32 -1.29 0.15
C 2.21 -0.07 -0.30
H -2.35 -1.49 -0.69
H 1.46 -2.10 -0.42
O -1.95 0.04 0.68
N -0.06 -1.00 -0.02
H 1.47 -1.47 1.16
C 1.64 1.23 0.22
C -0.62 -0.20 0.80
```

Results
Strongest force on any atom ... 4.69 eV/A
Multiplicity ... 1
Highest occupied orbital energy ... -8.31 eV
LUMO energy ... 0.83 eV
SMILES ... CO/C=N/CCC=C=N
Energy relative to the best compared isomer or geometry (same formula, charge and spin) ... 101.7 kcal/mol
DFT total energy ... -11407.6756 eV
Gap between HOMO and LUMO ... 9.1 eV

=====

Number 12 is which compound?
C6H10N2O

=====

Which value of gap between HOMO and LUMO does entry 7 give?
8.6 eV

=====

What is the strongest force on any atom in the tenth record?
6.64 eV/A

=====

Please write out number 3 again, unchanged.
Density functional theory data (wB97M-V/def2-TZVPD) for a gas-phase ion, C6H10N (charge +1).

```
17
Properties=species:S:1:pos:R:3
H 0.67 0.30 -2.15
H 2.07 2.29 0.43
H 2.56 -0.61 0.40
H 0.11 -1.76 1.51
H -0.88 -0.60 -1.85
C -0.37 0.78 -0.24
C -1.59 1.18 0.45
H -1.38 1.52 1.47
N 0.42 -0.50 -0.12
C -0.07 -0.01 -1.42
H -2.06 1.99 -0.10
H 0.59 -2.59 0.00
H -1.06 -1.96 0.19
C -0.01 -1.78 0.42
C 1.59 1.35 0.27
C 1.72 0.05 0.23
H -2.30 0.35 0.51
```

Results
Strongest force on any atom ... 4.77 eV/A
Multiplicity ... 1
Highest occupied orbital energy ... -14.48 eV
LUMO energy ... -3.99 eV
Net charge ... +1
Energy relative to the best compared isomer or geometry (same formula, charge and spin) ... 78.5 kcal/mol
DFT total energy ... -7862.9459 eV
Gap between HOMO and LUMO ... 10.5 eV